Record 1
{"formula": "C27H42MnN3O6SSbSi3", "method": "ωB97M-V with the def2-TZVPD basis set", "charge": 0, "multiplicity": 6, "homo_ha": [-0.2567, -0.2567], "symbols": ["Mn", "C", "O", "C", "C", "C", "C", "C", "C", "O", "C", "O", "C", "H", "H", "H", "H", "H", "H", "H", "H", "H", "O", "S", "O", "O", "C", "N", "C", "C", "C", "N", "C", "C", "C", "N", "C", "C", "H", "H", "H", "H", "H", "H", "C", "Si", "C", "C", "Sb", "Si", "C", "C", "C", "Si", "C", "C", "C", "H", "H", "H", "H", "H", "H", "H", "H", "H", "H", "H", "H", "H", "H", "H", "H", "H", "H", "H", "H", "H", "H", "H", "H", "H", "H", "H"], "positions_angstrom": [[12.6703, 11.7363, 13.4294], [18.6342, 12.4617, 9.9553], [18.0796, 13.7752, 10.2621], [17.0499, 13.9268, 11.1194], [16.4221, 15.2094, 11.0207], [15.1029, 15.3800, 11.4933], [14.3906, 14.4118, 12.1980], [12.9814, 14.6301, 12.6128], [12.4187, 16.0013, 12.3477], [12.2366, 13.7621, 13.1954], [15.0272, 13.1356, 12.2752], [14.4098, 11.9894, 12.4490], [16.3832, 12.9371, 11.8983], [19.7422, 12.5271, 10.0343], [18.3613, 12.2509, 8.9020], [18.2627, 11.6794, 10.5945], [16.9691, 15.8598, 10.3855], [14.5435, 16.2843, 11.1912], [13.0015, 16.8352, 12.7302], [11.4286, 15.9694, 12.8622], [12.2612, 16.1949, 11.2483], [16.8217, 11.9043, 11.9861], [11.6343, 15.4572, 21.0982], [12.1767, 14.4323, 22.0119], [13.4760, 14.6389, 22.5856], [11.0439, 13.9554, 22.7622], [12.7311, 12.7852, 21.4190], [13.2192, 11.8972, 22.2678], [13.6177, 10.7317, 21.7857], [13.5817, 10.4502, 20.4351], [13.1908, 11.5134, 19.6146], [12.6897, 12.6661, 20.1239], [13.2040, 11.5391, 18.1466], [12.6222, 12.6381, 17.4857], [12.6614, 12.6628, 16.0988], [13.2855, 11.7025, 15.3844], [13.7783, 10.5866, 16.0004], [13.7616, 10.5188, 17.4125], [13.9691, 9.9780, 22.5121], [13.8356, 9.4415, 20.0892], [12.1126, 13.4353, 18.1175], [12.2375, 13.4871, 15.5463], [14.3072, 9.8997, 15.4027], [14.2200, 9.6718, 17.8880], [9.7349, 6.6255, 13.3468], [11.3807, 7.5148, 13.1930], [12.7038, 6.7801, 12.1096], [12.0012, 7.7393, 14.9300], [10.7396, 9.9863, 12.4356], [8.2087, 10.6545, 12.9331], [7.1551, 9.5056, 11.8449], [7.5777, 10.3567, 14.6871], [8.0583, 12.4464, 12.3404], [11.0746, 10.4981, 9.8734], [9.9747, 11.8041, 9.1511], [10.6691, 8.8066, 9.1140], [12.8647, 10.8648, 9.4044], [9.2330, 6.8204, 14.3000], [9.7974, 5.5101, 13.2717], [9.0502, 6.8594, 12.5052], [12.2224, 6.6267, 11.1223], [12.9814, 5.8507, 12.6338], [13.5976, 7.4244, 12.0440], [11.8703, 6.8024, 15.5858], [11.4780, 8.5498, 15.3802], [13.0752, 7.8856, 14.8620], [7.9077, 8.8703, 11.3451], [6.6757, 9.9791, 10.9968], [6.4156, 8.8897, 12.3243], [8.0805, 9.3842, 15.0861], [6.5067, 10.1884, 14.7024], [7.8761, 11.1883, 15.3295], [7.2257, 12.4955, 11.6063], [8.9853, 12.8096, 11.9100], [7.9087, 13.0353, 13.2316], [9.6463, 12.5822, 9.8282], [8.9527, 11.4226, 8.9046], [10.4205, 12.1786, 8.2202], [10.8564, 8.9263, 8.0504], [9.6289, 8.5281, 9.2880], [11.2914, 7.9963, 9.5396], [12.8478, 11.8995, 8.9841], [13.3459, 10.1043, 8.7619], [13.4719, 10.9305, 10.3046]]}


Record 2
{"formula": "C27H42N2O23", "method": "ωB97M-V with the def2-TZVPD basis set", "charge": 0, "de_lowest_kcal_mol": 14.61, "homo_ha": -0.3359, "smiles": "O=C1OCCO1.O=C1OCCO1.O=C1OCCO1.O=C1OCCO1.O=C1OCCO1.O=C1OCCO1.O=C1OCCO1.CN(C)C=O.CN(C)C=O", "symbols": ["O", "C", "O", "C", "C", "O", "H", "H", "H", "H", "O", "C", "O", "C", "C", "O", "H", "H", "H", "H", "O", "C", "O", "C", "C", "O", "H", "H", "H", "H", "O", "C", "O", "C", "C", "O", "H", "H", "H", "H", "O", "C", "O", "C", "C", "O", "H", "H", "H", "H", "O", "C", "O", "C", "C", "O", "H", "H", "H", "H", "O", "C", "O", "C", "C", "O", "H", "H", "H", "H", "C", "N", "C", "C", "O", "H", "H", "H", "H", "H", "H", "H", "C", "N", "C", "C", "O", "H", "H", "H", "H", "H", "H", "H"], "positions_angstrom": [[1.1817, -3.5940, -2.7246], [0.6345, -2.8199, -3.4341], [0.8667, -1.5026, -3.6098], [-0.1070, -0.9499, -4.4640], [-0.6071, -2.2144, -5.2291], [-0.3262, -3.2862, -4.3135], [-0.9051, -0.4965, -3.9241], [0.4291, -0.3462, -5.1770], [0.0163, -2.3667, -6.1325], [-1.6723, -2.1856, -5.5039], [-2.0220, 2.8119, 1.4225], [-1.1634, 2.0721, 0.9715], [-1.2249, 1.4747, -0.2265], [-0.1708, 0.5012, -0.2726], [0.8038, 0.9175, 0.8214], [-0.0523, 1.7278, 1.6973], [-0.6420, -0.4358, -0.0358], [0.2360, 0.4921, -1.3458], [1.6320, 1.5039, 0.3992], [1.1804, 0.0425, 1.3370], [-2.5371, -2.0949, 1.3646], [-1.6635, -2.8815, 1.1323], [-1.7696, -4.2235, 1.0764], [-0.4843, -4.7489, 1.2522], [0.3817, -3.6775, 0.4680], [-0.4301, -2.5073, 0.7956], [-0.2064, -4.8340, 2.3087], [-0.4359, -5.7120, 0.8120], [0.3168, -3.9682, -0.5967], [1.4123, -3.4673, 0.7025], [2.4871, 2.6714, 4.2637], [1.4857, 3.3597, 4.2164], [1.4977, 4.6654, 3.8073], [0.1633, 5.0734, 3.5954], [-0.5401, 4.1783, 4.5911], [0.2339, 3.0336, 4.4944], [0.0303, 6.1357, 3.8784], [-0.2331, 4.8160, 2.5525], [-1.5450, 3.9795, 4.3295], [-0.5658, 4.6796, 5.5976], [-4.3702, 0.9424, 6.3798], [-4.3391, 1.0921, 5.2349], [-4.2302, 0.1137, 4.3443], [-4.1447, 0.5293, 2.9989], [-4.5794, 2.0453, 3.1459], [-4.4051, 2.3318, 4.5572], [-3.1671, 0.5283, 2.5234], [-4.8421, 0.0035, 2.3374], [-5.6226, 2.3175, 2.9847], [-3.9779, 2.6487, 2.4189], [0.4706, 1.7438, -3.4372], [-0.3898, 2.5561, -3.3233], [-0.5344, 3.2690, -2.2098], [-1.7805, 4.0341, -2.3164], [-2.0923, 3.9652, -3.8122], [-1.2585, 2.9161, -4.3027], [-2.5891, 3.4805, -1.7811], [-1.6008, 5.0316, -1.8836], [-1.8979, 4.9309, -4.2850], [-3.1528, 3.7571, -3.9608], [-4.0697, 1.5042, -3.2436], [-4.0027, 0.4667, -2.6531], [-4.8256, 0.0801, -1.6608], [-4.2273, -1.0173, -0.9743], [-3.2524, -1.5895, -2.0682], [-3.0853, -0.4761, -2.9522], [-3.6525, -0.7040, -0.1595], [-4.9113, -1.8512, -0.8910], [-3.6281, -2.4050, -2.6444], [-2.2848, -1.9542, -1.7158], [4.0959, -0.1953, 4.0754], [3.7035, -1.1321, 2.9892], [4.4607, -0.9774, 1.7046], [3.0621, -2.3239, 3.1737], [2.8701, -3.1694, 2.3218], [3.6162, -0.4448, 5.0495], [3.9279, 0.8517, 3.7827], [5.1518, -0.2876, 4.2221], [4.5358, 0.0933, 1.4500], [5.5123, -1.2942, 1.8224], [3.9067, -1.5329, 0.9537], [2.5988, -2.3565, 4.1436], [4.6452, -1.6731, -4.0727], [4.3890, -1.8257, -2.6602], [5.1002, -2.8839, -1.9521], [3.4141, -1.1492, -2.0251], [2.8955, -1.3012, -0.9194], [3.9485, -0.9423, -4.4840], [4.4634, -2.4972, -4.7443], [5.6316, -1.2925, -4.3428], [4.9829, -3.7867, -2.5623], [6.1814, -2.6125, -1.8514], [4.6081, -3.0744, -0.9788], [3.0567, -0.3062, -2.6437]]}


Record 3
{"formula": "C27H42N4PdSi2Te", "method": "ωB97M-V with the def2-TZVPD basis set", "charge": 2, "de_lowest_kcal_mol": 27.21, "homo_ha": [-0.5177, -0.5177], "symbols": ["Pd", "C", "C", "C", "C", "C", "C", "C", "N", "N", "C", "C", "C", "C", "C", "C", "N", "C", "C", "C", "C", "C", "C", "N", "H", "H", "H", "H", "H", "H", "H", "H", "H", "H", "H", "H", "H", "H", "H", "H", "H", "H", "H", "H", "C", "Si", "C", "C", "C", "Te", "C", "Si", "C", "C", "C", "H", "H", "H", "H", "H", "H", "H", "H", "H", "H", "H", "H", "H", "H", "H", "H", "H", "H", "H", "H", "H", "H"], "positions_angstrom": [[-0.0387, -0.0936, 1.0847], [-0.5813, 1.7598, 3.3062], [-0.9063, 2.7271, 2.1655], [0.3290, 3.0953, 1.3713], [0.4603, 4.3231, 0.7373], [1.6292, 4.5972, 0.0490], [2.6438, 3.6504, 0.0364], [2.4213, 2.4511, 0.6842], [1.2818, 2.1614, 1.3207], [-0.9112, 0.3437, 2.9858], [-0.2895, -0.5674, 3.9796], [1.2113, -0.5186, 3.8847], [2.0279, -0.5068, 5.0008], [3.4031, -0.5176, 4.8187], [3.9086, -0.5348, 3.5296], [3.0168, -0.5334, 2.4715], [1.6930, -0.5229, 2.6371], [-2.3744, 0.1319, 2.9358], [-2.8099, -0.4868, 1.6594], [-4.1333, -0.8588, 1.4780], [-4.5007, -1.5459, 0.3427], [-3.5216, -1.8484, -0.5915], [-2.2348, -1.4116, -0.3800], [-1.8708, -0.7270, 0.7284], [-1.1150, 2.0370, 4.2207], [0.4852, 1.7896, 3.5195], [-1.3814, 3.6276, 2.5544], [-1.6365, 2.2791, 1.4796], [-0.3339, 5.0534, 0.8022], [1.7568, 5.5461, -0.4530], [3.5853, 3.8364, -0.4575], [3.1900, 1.6872, 0.7099], [-0.6307, -1.5802, 3.7475], [-0.6327, -0.3218, 4.9897], [1.5966, -0.4932, 5.9916], [4.0665, -0.5145, 5.6719], [4.9715, -0.5478, 3.3396], [3.3725, -0.5557, 1.4491], [-2.9033, 1.0706, 3.1144], [-2.6607, -0.5359, 3.7539], [-4.8537, -0.6358, 2.2524], [-5.5243, -1.8588, 0.1944], [-3.7479, -2.4100, -1.4837], [-1.4540, -1.6324, -1.0873], [-3.2836, 0.1866, -3.6717], [-1.6682, 1.0161, -4.0518], [-1.3657, 1.1080, -5.8752], [-1.6158, 2.6905, -3.2373], [-0.2215, -0.0183, -3.3517], [0.6251, 0.4830, -1.4647], [2.1877, -0.9594, -1.5862], [1.8526, -2.8251, -1.4314], [0.4874, -3.4183, -2.5530], [3.4657, -3.6063, -1.9089], [1.3987, -3.2434, 0.3300], [-4.0831, 0.6277, -4.2678], [-3.5524, 0.3224, -2.6279], [-3.2625, -0.8809, -3.8988], [-2.1876, 1.6270, -6.3706], [-1.2952, 0.1138, -6.3186], [-0.4460, 1.6466, -6.1060], [-2.4032, 3.3334, -3.6328], [-0.6666, 3.2025, -3.4019], [-1.7779, 2.6236, -2.1562], [0.6699, 0.2193, -3.9378], [-0.3807, -1.0913, -3.4131], [2.9076, -0.6725, -0.8140], [2.6701, -0.7570, -2.5459], [0.7618, -3.3784, -3.6071], [-0.4520, -2.8789, -2.4261], [0.2810, -4.4634, -2.3137], [3.8022, -3.2804, -2.8932], [3.3675, -4.6923, -1.9399], [4.2509, -3.3684, -1.1895], [0.3170, -3.2642, 0.4973], [1.8371, -2.5673, 1.0655], [1.7765, -4.2430, 0.5548]]}


Record 4
{"formula": "C27H42NO6Si2", "method": "ωB97M-V with the def2-TZVPD basis set", "charge": 1, "de_lowest_kcal_mol": 15.05, "homo_ha": -0.3923, "symbols": ["C", "O", "C", "O", "C", "C", "C", "C", "N", "O", "Si", "C", "C", "C", "O", "Si", "C", "C", "C", "H", "H", "H", "H", "H", "H", "H", "H", "H", "H", "H", "H", "H", "H", "H", "H", "H", "H", "H", "H", "H", "H", "H", "H", "H", "H", "H", "C", "O", "C", "C", "C", "C", "C", "C", "C", "C", "C", "O", "C", "C", "C", "C", "C", "H", "H", "H", "H", "H", "H", "H", "H", "H", "H", "H", "H", "H", "H", "H"], "positions_angstrom": [[-5.6914, 1.3120, -2.8598], [-4.4303, 0.8131, -2.4155], [-3.4002, 1.6220, -2.7441], [-3.5650, 2.7052, -3.2852], [-2.0303, 1.0496, -2.4243], [-1.4219, 1.6759, -1.1670], [-0.1573, 1.0185, -0.7230], [-0.0948, -0.0147, 0.1925], [1.0580, 1.3024, -1.3713], [1.6289, 0.0977, -1.6880], [1.9299, -0.3496, -3.3179], [3.3798, 0.5950, -4.0013], [2.3127, -2.1461, -2.9982], [0.4297, -0.2413, -4.4380], [0.8016, 1.9702, -2.6277], [1.4346, 3.5742, -2.4507], [2.2385, 3.9963, -4.0724], [0.0337, 4.7482, -2.0879], [2.6955, 3.5071, -1.0727], [-6.4157, 0.5725, -2.5182], [-5.8984, 2.2966, -2.4232], [-5.6975, 1.3961, -3.9543], [-2.1061, -0.0446, -2.3162], [-1.3867, 1.3029, -3.2723], [-1.2808, 2.7498, -1.3382], [-2.1508, 1.5317, -0.3565], [0.4546, -0.8939, -0.1385], [-0.8594, -0.0501, 0.9698], [3.9201, -0.0916, -4.6728], [3.0941, 1.4675, -4.5974], [4.0805, 0.9136, -3.2188], [2.4521, -2.6882, -3.9435], [3.2293, -2.2457, -2.4044], [1.5002, -2.6300, -2.4398], [0.6181, -0.9315, -5.2795], [-0.4973, -0.5645, -3.9441], [0.2727, 0.7577, -4.8678], [2.5453, 5.0524, -4.0075], [3.1335, 3.3984, -4.2786], [1.5319, 3.8971, -4.9088], [0.4958, 5.7415, -1.9513], [-0.6650, 4.8149, -2.9357], [-0.5305, 4.5221, -1.1726], [2.7902, 4.5032, -0.6151], [2.3771, 2.7858, -0.3027], [3.6844, 3.1967, -1.4375], [1.2954, 0.2093, 8.6715], [2.0691, 0.3877, 7.4728], [1.5470, 0.0653, 6.2613], [2.3677, 0.3824, 5.1502], [1.9466, 0.0876, 3.8803], [0.7155, -0.5968, 3.6315], [0.5752, -1.1690, 2.3127], [-0.0630, -2.4142, 2.0081], [0.2250, -3.0526, 0.7541], [-0.5360, -4.0914, 0.2853], [-1.6023, -4.5948, 1.0772], [-2.4110, -5.5030, 0.4752], [-3.5731, -5.9819, 1.1753], [-1.8138, -4.0787, 2.3823], [-1.0244, -3.0412, 2.8472], [-0.1938, -0.6505, 4.7351], [0.2496, -0.4703, 6.0415], [1.8646, 0.7328, 9.4410], [0.2948, 0.6523, 8.5733], [1.2272, -0.8567, 8.9278], [3.3288, 0.8506, 5.3590], [2.6033, 0.3192, 3.0418], [1.3793, -0.8559, 1.6395], [1.0674, -2.7077, 0.1439], [-0.3797, -4.5245, -0.7051], [-4.0573, -6.6347, 0.4534], [-3.2892, -6.5592, 2.0632], [-4.2446, -5.1590, 1.4498], [-2.6199, -4.4813, 2.9984], [-1.1501, -2.7053, 3.8713], [-1.2543, -0.8462, 4.5579], [-0.3875, -0.7085, 6.9012]]}


Record 5
{"formula": "C27H43Br2N5O7", "method": "ωB97M-V with the def2-TZVPD basis set", "charge": 0, "homo_ha": -0.3241, "smiles": "C[C@H](Br)[C@H](Br)c1cc(CCCCCN)c(CC=O)c2c1C(=O)N(O)C2=O.CNC(C)=O.CNC(C)=O.CNC(C)=O", "symbols": ["C", "C", "Br", "C", "Br", "C", "C", "C", "C", "C", "C", "C", "C", "N", "C", "C", "C", "O", "C", "C", "C", "O", "N", "O", "C", "O", "H", "H", "H", "H", "H", "H", "H", "H", "H", "H", "H", "H", "H", "H", "H", "H", "H", "H", "H", "H", "H", "H", "C", "N", "C", "C", "O", "H", "H", "H", "H", "H", "H", "H", "C", "N", "C", "C", "O", "H", "H", "H", "H", "H", "H", "H", "C", "N", "C", "C", "O", "H", "H", "H", "H", "H", "H", "H"], "positions_angstrom": [[4.8779, -4.5543, -0.1833], [4.7402, -3.3687, 0.9882], [3.1084, -3.8204, 2.0440], [4.7141, -1.9217, 0.2226], [6.0180, -0.5984, 1.0680], [3.2268, -1.2859, -0.0348], [2.6054, -1.4010, -1.5835], [1.1216, -0.7563, -1.9392], [0.4644, -0.8962, -3.4556], [-0.6381, -2.1438, -3.3395], [-0.0604, -3.4455, -2.5201], [-0.5500, -3.5500, -0.9577], [-0.7939, -5.0750, -0.4065], [-2.0075, -5.0043, 0.5420], [0.1867, 0.0294, -0.8064], [-1.2827, 0.6946, -1.0968], [-2.5598, -0.2553, -0.6088], [-3.5965, -0.3494, -1.4534], [0.8133, 0.1270, 0.7075], [2.2770, -0.5222, 1.0598], [2.6128, -0.2925, 2.6455], [3.6232, -0.6677, 3.4309], [1.3586, 0.4737, 3.1144], [0.8102, -0.5211, 3.8832], [0.2498, 0.8032, 2.0957], [-0.8809, 1.5074, 2.2585], [4.6270, -5.5904, 0.3460], [4.0611, -4.3458, -0.9954], [5.9650, -4.6108, -0.6135], [5.7255, -3.4193, 1.6274], [5.1783, -2.1165, -0.8603], [3.2093, -1.9380, -2.4305], [1.2619, -1.0775, -4.2975], [-0.1733, 0.0536, -3.7679], [-1.6384, -1.8048, -2.8285], [-0.9245, -2.5267, -4.4196], [-0.4920, -4.4059, -3.0827], [1.1212, -3.5217, -2.6485], [0.3308, -3.0893, -0.2994], [-1.4738, -2.8184, -0.7786], [-0.9157, -5.8910, -1.2431], [0.1256, -5.3531, 0.2982], [-1.8766, -5.6803, 1.3290], [-1.9980, -4.0463, 0.9888], [-1.4201, 1.0254, -2.2215], [-1.3562, 1.6796, -0.4343], [-2.4924, -0.8208, 0.4232], [1.0378, -0.3692, 4.8522], [6.0119, 4.0203, 3.0215], [5.1679, 3.1274, 2.2639], [3.9033, 3.3528, 1.8027], [3.2720, 4.6839, 2.0977], [3.3188, 2.4770, 1.1671], [6.9291, 4.1851, 2.4510], [6.2597, 3.5316, 3.9670], [5.5315, 4.9789, 3.2227], [5.5261, 2.2097, 2.0266], [2.2674, 4.7157, 1.6678], [3.1900, 4.8276, 3.1784], [3.8648, 5.4863, 1.6503], [-5.7176, 0.7524, -5.1844], [-4.3884, 1.0109, -4.6842], [-3.3732, 1.6841, -5.2997], [-3.6273, 2.2430, -6.6711], [-2.2920, 1.8160, -4.7285], [-6.4338, 1.1934, -4.4869], [-5.8641, -0.3301, -5.2134], [-5.8771, 1.1678, -6.1805], [-4.1429, 0.6640, -3.7643], [-2.7288, 2.7509, -7.0314], [-3.8691, 1.4342, -7.3657], [-4.4434, 2.9698, -6.6333], [-3.5042, 3.0911, 3.1960], [-4.7781, 2.5934, 3.6574], [-5.1670, 2.3358, 4.9400], [-4.1765, 2.5878, 6.0413], [-6.2995, 1.9107, 5.1621], [-3.6800, 4.0272, 2.6605], [-3.0829, 2.3560, 2.5059], [-2.8031, 3.2660, 4.0134], [-5.4980, 2.3996, 2.9710], [-4.6287, 2.3372, 7.0045], [-3.2929, 1.9596, 5.9005], [-3.8947, 3.6442, 6.0563]]}


The calculation returns the following E values, one per record and in order: -117761.4834 -78752.4551 -61157.9901 -58202.2327 -190549.0358 eV.